ORCA calculation (ωB97M-V/def2-TZVPD) on C31H49AsN5O3PReSSe as an isolated structure.

For the HOMO-LUMO gap (spin up / spin down), the calculation gives 7.14 / 4.38 eV. Its energy relative to the best compared isomer or geometry (same formula, charge and spin) is 100.1 kJ/mol. The LUMO energy (spin up / spin down) is -5.066 / -7.966 eV. The value obtained for the largest force on an atom is 0.05020 hartree/bohr. The value obtained for the energy is -194960.2655 eV. The HOMO energy (spin up / spin down) is -12.207 / -12.341 eV.

Geometry as ORCA input:
```
! RIJCOSX wB97M-V def2-TZVPD def2/J DEFGRID3
* xyz 2 4
Re 0.115 0.224 -0.546
C 1.070 2.691 1.996
O 0.231 1.652 1.516
C -0.645 1.148 2.512
C -2.036 0.909 1.944
O -1.954 0.189 0.725
C -3.264 -0.029 0.217
H 0.477 3.571 2.265
H 1.757 2.931 1.188
H 1.636 2.354 2.873
H -0.731 1.856 3.337
H -0.253 0.197 2.904
H -2.565 1.860 1.781
H -2.610 0.310 2.669
H -3.870 -0.523 0.984
H -3.199 -0.676 -0.651
H -3.737 0.916 -0.071
C -1.589 -2.855 -0.471
C -1.181 -2.327 -1.802
C -1.411 -2.968 -3.015
C -0.869 -2.165 -4.022
C -0.328 -1.055 -3.403
C 0.321 0.086 -4.096
N -0.512 -1.148 -2.028
H -2.659 -3.067 -0.462
H -1.351 -2.159 0.331
H -1.082 -3.801 -0.273
H -1.917 -3.903 -3.141
H -0.871 -2.369 -5.075
H -0.437 0.702 -4.582
H 0.984 -0.280 -4.876
H 0.881 0.701 -3.400
C 4.791 2.611 -1.752
N 4.069 1.363 -1.909
C 4.616 0.343 -2.600
C 4.005 -0.864 -2.667
C 2.747 -1.031 -2.023
N 2.149 0.040 -1.469
C 2.825 1.224 -1.330
O 2.312 2.124 -0.678
N 2.184 -2.229 -1.959
H 5.857 2.402 -1.679
H 4.449 3.107 -0.845
H 4.616 3.266 -2.607
H 5.568 0.535 -3.072
H 4.460 -1.691 -3.180
H 2.632 -3.026 -2.381
H 1.315 -2.358 -1.457
Se 2.719 -0.225 1.523
C 3.210 -0.696 3.325
C 2.656 -1.752 4.028
C 3.098 -1.959 5.329
N 4.000 -1.194 5.904
C 4.530 -0.192 5.235
C 4.172 0.106 3.928
H 1.920 -2.400 3.577
H 2.724 -2.780 5.925
H 5.275 0.383 5.761
H 4.633 0.926 3.398
C 0.484 3.372 -2.594
P -0.687 2.296 -1.681
C -1.266 3.548 -0.470
C -2.120 2.170 -2.814
C -2.595 3.289 -3.492
C -3.690 3.180 -4.330
C -4.314 1.957 -4.523
C -3.841 0.838 -3.860
C -2.760 0.952 -3.003
H -0.060 4.247 -2.940
H 0.935 2.883 -3.452
H 1.263 3.691 -1.909
H -1.800 4.336 -1.000
H -0.396 3.966 0.034
H -1.929 3.117 0.275
H -2.123 4.253 -3.379
H -4.057 4.058 -4.838
H -5.168 1.887 -5.181
H -4.309 -0.124 -4.005
H -2.394 0.083 -2.485
C -0.770 -4.273 3.523
As -1.750 -2.586 3.279
C -1.630 -1.909 5.125
C -3.572 -3.319 3.420
S 0.971 -1.377 1.105
H -1.147 -4.789 4.404
H 0.296 -4.101 3.655
H -0.906 -4.918 2.658
H -1.909 -2.709 5.809
H -2.314 -1.073 5.273
H -0.623 -1.575 5.375
H -3.606 -4.020 4.253
H -3.858 -3.839 2.508
H -4.293 -2.524 3.602
*
```